(1)
A molecular structure, C39H53KN2P, computed with ωB97M-V with the def2-TZVPD basis set.

Values from the calculation:
ΔE to the lowest compared entry with this formula, charge and spin = 13.0 kcal per mole
Kohn-Sham gap = 7.87 eV
charge = +1

Last column: Mulliken charge in e.
Atoms and positions in Å:
1 K 0.729 -1.247 -0.909  1.370
2 C -0.894 -5.334 -3.494  -0.695
3 C -0.120 -5.228 -4.656  -0.454
4 C 0.878 -4.326 -4.715  -0.805
5 C 1.250 -3.622 -3.517  0.199
6 N 0.429 -3.653 -2.447  -0.001
7 C -0.594 -4.518 -2.411  -0.212
8 C 2.490 -2.816 -3.361  0.843
9 C 3.297 -2.524 -4.484  -0.478
10 C 4.427 -1.721 -4.346  -0.739
11 C 4.717 -1.265 -3.039  -0.590
12 C 3.904 -1.720 -1.985  -0.208
13 N 2.747 -2.224 -2.183  -0.043
14 H -1.758 -6.037 -3.497  0.334
15 H -0.320 -5.849 -5.515  0.441
16 H 1.500 -4.248 -5.593  0.279
17 H -1.137 -4.530 -1.447  0.404
18 H 2.925 -2.797 -5.467  0.273
19 H 5.161 -1.581 -5.131  0.439
20 H 5.561 -0.584 -2.829  0.403
21 H 4.178 -1.603 -0.930  0.370
22 C 2.594 -3.510 2.297  -1.652
23 C 1.123 -3.442 1.819  2.113
24 C 0.294 -4.485 2.532  -1.679
25 C 0.558 -2.069 2.002  -1.315
26 C 1.404 -0.997 2.176  0.061
27 C 0.932 0.334 2.364  0.172
28 C 1.879 1.319 2.981  0.454
29 C 3.335 1.235 2.433  -1.609
30 C 1.815 1.118 4.511  -1.616
31 C -0.415 0.626 2.075  1.012
32 C -1.317 -0.460 2.120  0.243
33 C -0.820 -1.776 1.956  0.305
34 C -2.767 -0.280 2.482  0.564
35 C -2.986 -0.543 3.974  -1.423
36 C -3.747 -1.197 1.662  -1.914
37 C -0.917 2.104 2.001  -0.305
38 C -1.045 2.796 3.206  -0.236
39 C -1.392 4.153 3.198  -0.892
40 C -1.602 4.788 1.980  -1.069
41 C -1.319 4.151 0.807  -0.094
42 C -1.121 2.783 0.764  0.186
43 P -1.101 1.880 -0.819  0.581
44 C -2.743 2.214 -1.680  1.908
45 C -3.795 1.341 -1.015  -1.581
46 C -2.641 1.742 -3.149  -1.847
47 C -3.260 3.692 -1.567  -1.937
48 C 0.255 2.884 -1.687  2.160
49 C 1.416 3.163 -0.717  -2.068
50 C 0.831 1.919 -2.724  -1.549
51 C -0.066 4.231 -2.403  -1.906
52 H 2.895 -4.550 2.376  0.442
53 H 2.635 -3.054 3.266  0.465
54 H 3.340 -3.025 1.641  0.138
55 H 1.061 -3.762 0.771  -0.365
56 H 0.002 -4.088 3.532  0.343
57 H 0.803 -5.437 2.631  0.452
58 H -0.638 -4.688 2.036  0.342
59 H 2.504 -1.242 2.158  -0.047
60 H 1.470 2.327 2.723  0.413
61 H 3.866 0.443 2.928  0.385
62 H 3.848 2.189 2.589  0.432
63 H 3.258 1.120 1.344  0.261
64 H 2.282 0.166 4.819  0.356
65 H 0.827 1.042 4.902  0.353
66 H 2.292 1.900 5.097  0.404
67 H -1.527 -2.640 1.796  -0.065
68 H -3.041 0.787 2.202  0.112
69 H -2.997 -1.607 4.239  0.342
70 H -3.905 -0.047 4.363  0.368
71 H -2.092 -0.097 4.447  0.335
72 H -3.706 -2.275 1.859  0.342
73 H -3.548 -1.090 0.626  0.476
74 H -4.750 -0.914 1.933  0.460
75 H -0.730 2.296 4.114  0.338
76 H -1.582 4.715 4.171  0.297
77 H -1.827 5.833 1.950  0.481
78 H -1.235 4.748 -0.109  0.201
79 H -3.818 0.334 -1.325  0.392
80 H -4.800 1.761 -1.207  0.451
81 H -3.647 1.330 0.108  0.185
82 H -2.449 0.689 -3.205  0.392
83 H -1.810 2.110 -3.757  0.303
84 H -3.587 1.940 -3.709  0.431
85 H -3.604 4.027 -0.543  0.284
86 H -4.074 3.825 -2.266  0.587
87 H -2.545 4.434 -1.826  0.371
88 H 1.691 2.262 -0.205  0.319
89 H 1.268 3.932 0.045  0.309
90 H 2.296 3.405 -1.277  0.609
91 H 1.535 1.148 -2.269  0.072
92 H 1.419 2.484 -3.496  0.459
93 H 0.055 1.369 -3.228  0.317
94 H -0.326 4.986 -1.683  0.417
95 H -0.738 4.117 -3.289  0.230
96 H 0.874 4.508 -2.895  0.610

Forces on the atoms, in the same order (eV/Å):
K -0.7 0.3 0.4
C -0.8 -0.6 0.0
C -1.4 -0.5 0.4
C 2.4 1.3 1.5
C -1.8 -0.3 -0.3
N 0.8 -0.4 -0.1
C 0.0 0.2 -0.2
C 0.0 1.8 -1.6
C -0.5 0.0 0.2
C 0.1 -0.1 1.8
C 0.7 -0.5 -0.3
C 2.3 2.4 0.0
N -1.8 -3.6 -0.2
H 0.9 0.6 0.3
H -0.2 -0.1 -0.1
H 0.0 0.0 -0.1
H 0.1 -0.1 -0.8
H 0.5 -0.4 0.1
H -0.5 0.4 -0.2
H -0.4 -0.8 -0.2
H 0.1 0.6 -0.3
C -0.2 -0.4 -0.9
C 0.8 -0.7 -0.4
C -0.5 0.3 1.5
C -1.0 0.9 -0.9
C 1.1 0.6 0.4
C 0.4 -1.1 -1.0
C 0.1 1.3 -0.4
C -1.3 0.9 -0.1
C 0.9 -0.4 0.1
C -0.5 0.7 1.0
C 0.5 -1.2 -0.7
C -0.5 -0.6 0.2
C -1.5 -0.1 -1.6
C 0.6 1.0 0.5
C 0.7 0.1 1.1
C 0.3 -1.0 -0.1
C 0.4 0.8 -0.3
C -0.9 0.0 1.4
C 0.8 0.5 1.0
C -0.3 0.2 -1.0
C 0.0 -1.1 0.9
P 0.8 0.0 -0.2
C -0.1 1.0 -0.1
C -0.5 1.2 2.0
C -0.2 0.6 -0.6
C -0.3 -0.4 0.8
C 0.3 0.3 -0.3
C -0.5 0.0 0.4
C 1.4 -0.3 -0.5
C 0.5 -1.3 -1.1
H 0.0 -0.1 0.1
H 0.3 0.1 0.7
H -0.5 -0.1 0.2
H 0.3 0.4 -0.3
H 0.3 -0.5 -0.4
H 0.2 0.0 0.1
H -0.5 0.0 -0.4
H -1.4 0.9 0.5
H 0.5 -0.6 0.4
H 0.4 -0.4 -0.1
H 0.0 -0.2 0.2
H 0.4 -0.3 0.2
H 0.1 0.2 -0.4
H -1.0 0.0 0.0
H 0.3 0.2 -0.3
H 0.6 1.2 0.5
H 0.2 -1.1 0.6
H 0.0 0.2 -0.3
H 0.6 -0.4 -0.3
H -0.6 -0.2 0.5
H 0.4 0.2 0.4
H -0.2 0.3 -1.1
H -0.5 0.3 -0.2
H -0.4 0.1 0.1
H 0.4 -0.9 -1.4
H -0.1 0.5 0.1
H -0.5 -0.4 0.5
H 0.3 -1.3 -0.5
H 0.4 -0.2 0.1
H -0.3 0.1 -1.1
H -0.2 -0.9 0.3
H -0.2 0.7 0.2
H 0.6 -0.1 0.5
H 0.2 -0.9 -1.0
H -0.4 -0.1 -0.1
H 0.8 0.4 -0.5
H 0.0 -0.7 0.6
H -0.2 0.0 -0.2
H 0.5 0.5 -0.6
H -0.7 0.9 -0.4
H -0.4 -0.6 0.6
H -0.2 -0.2 -0.4
H -0.3 0.4 -0.2
H -0.1 0.2 1.1
H 0.1 0.3 0.3

(2)
A molecular structure, C4H11N4, computed with ωB97M-V with the def2-TZVPD basis set.

Values from the calculation:
ΔE to the lowest compared entry with this formula, charge and spin = 108.5 kcal per mole
Kohn-Sham gap = 9.69 eV
charge = +1

Last column: Mulliken charge in e.
Atoms and positions in Å:
1 C 0.666 -0.760 1.636  0.344
2 C 0.622 2.271 -0.926  0.142
3 C -0.163 3.057 -1.919  -0.933
4 C -1.140 -3.104 0.416  -0.852
5 N -0.453 -1.090 1.554  0.158
6 N 0.786 1.009 -0.761  -0.351
7 N 1.725 -0.136 1.357  -0.553
8 N -1.435 -1.902 1.195  -0.342
9 H 1.029 2.784 0.009  0.309
10 H -0.444 2.403 -2.715  0.320
11 H 0.589 3.760 -2.189  0.322
12 H -0.852 3.430 -1.287  0.323
13 H -1.826 -3.401 -0.308  0.322
14 H -0.286 -3.032 -0.094  0.350
15 H -1.093 -4.044 1.140  0.272
16 H 0.533 0.201 -1.355  0.223
17 H 1.470 0.472 0.187  0.377
18 H 2.275 0.287 2.102  0.266
19 H -2.003 -2.204 1.958  0.304

Forces on the atoms, in the same order (eV/Å):
C 0.1 0.1 -0.3
C 0.2 -1.4 2.3
C 3.8 -2.8 -0.2
C -1.0 -2.6 4.3
N -0.3 -0.3 0.4
N 1.2 -1.1 0.1
N 0.7 0.9 0.0
N -1.2 -1.1 -1.1
H -0.4 0.0 -1.6
H -0.7 0.1 -0.6
H 0.0 1.2 -0.8
H -3.0 1.8 1.3
H -2.0 0.3 -1.0
H 3.7 0.4 -1.6
H 0.3 1.8 -1.4
H -0.4 1.5 -0.5
H -0.8 1.0 0.1
H 0.1 -0.6 -0.2
H -0.4 0.8 0.7

(3)
A single C4H11OP molecule, computed with ωB97M-V with the def2-TZVPD basis set.

Values from the calculation:
ΔE to the lowest compared entry with this formula, charge and spin = 42.0 kcal per mole
Kohn-Sham gap = 9.54 eV
charge = 0
SMILES = CCP[C@H](C)O

Last column: Mulliken charge in e.
Atoms and positions in Å:
1 C -0.479 -2.071 0.737  -1.133
2 C -1.283 -1.315 -0.333  -0.575
3 P -0.385 0.027 -1.302  -0.080
4 C 0.572 0.840 0.077  0.314
5 C 0.840 2.316 -0.234  -1.269
6 O 1.688 0.023 0.384  -0.535
7 H 0.149 -2.702 0.168  0.305
8 H 0.011 -1.551 1.574  0.294
9 H -1.065 -2.793 1.264  0.392
10 H -2.112 -0.715 -0.001  0.368
11 H -1.646 -2.164 -0.925  0.361
12 H -1.643 0.759 -1.239  0.006
13 H -0.116 0.804 0.916  0.214
14 H 1.653 2.532 -0.989  0.345
15 H 0.047 2.950 -0.640  0.371
16 H 1.214 2.873 0.699  0.296
17 H 2.555 0.188 -0.157  0.326

Forces on the atoms, in the same order (eV/Å):
C -0.5 0.6 0.6
C 0.6 -0.3 0.6
P -0.7 -0.5 -0.7
C -0.8 0.7 -1.0
C 2.2 1.7 0.7
O 2.4 0.4 -0.8
H 1.6 -0.4 -0.2
H 0.2 0.3 -0.9
H -1.1 -0.4 0.2
H -0.5 -0.5 0.8
H -0.2 0.7 -0.6
H 1.1 0.3 -0.3
H 0.3 -0.1 0.6
H -0.5 -0.9 0.6
H -0.6 -0.7 0.3
H -0.6 -0.9 -1.1
H -2.8 0.0 1.2

(4)
A single C2H3NO3S molecule, computed with ωB97M-V with the def2-TZVPD basis set.

Values from the calculation:
ΔE to the lowest compared entry with this formula, charge and spin = 73.7 kcal per mole
Kohn-Sham gap = 9.01 eV
charge = 0

Last column: Mulliken charge in e.
Atoms and positions in Å:
1 C 2.421 0.294 0.075  0.591
2 C 1.689 0.981 -0.887  -0.333
3 N -0.413 -1.064 0.629  -0.524
4 O 0.915 -1.681 -1.275  -0.442
5 O 0.323 0.808 -1.028  -0.352
6 O 3.057 -0.168 1.061  -0.463
7 S -0.190 -0.829 -1.032  0.591
8 H 2.237 1.396 -1.641  0.378
9 H 0.419 -0.901 1.188  0.265
10 H -1.078 -0.435 0.836  0.289

Forces on the atoms, in the same order (eV/Å):
C 1.8 -0.7 3.7
C 0.7 -2.8 4.2
N 2.2 -1.9 -1.8
O 1.9 -1.0 -1.2
O 0.6 -0.6 -0.1
O -3.7 2.6 -6.0
S -1.5 0.5 1.4
H 1.2 1.1 -2.0
H 0.1 -0.2 -0.1
H -3.2 2.7 1.7

| no. | largest force on an atom (eV/Å) | calculated total energy (a.u.) |
| --- | --- | --- |
| 1 | 4.06 | -2568.4959 |
| 2 | 5.14 | -377.6538 |
| 3 | 3.07 | -575.5326 |
| 4 | 7.52 | -756.5587 |